# 1
C3H6Cl | wB97M-V/def2-TZVPD

Cartesian coordinates (Å):
H -1.809 -0.752 0.845
H 0.510 -0.894 1.750
H -1.688 -0.988 -0.900
C -1.466 -0.292 -0.086
C -0.021 0.045 -0.051
H 1.850 -0.032 0.854
H 0.359 0.621 -0.880
C 0.817 -0.314 0.902
H -2.073 0.605 -0.245
Cl 3.520 2.002 -2.191

Cartesian forces (eV/Å) of the 3 atoms listed first:
0.14 0.01 -0.06
-0.20 -0.21 0.33
-0.01 0.10 -0.01

## Properties
lowest unoccupied orbital energy (spin up / spin down)	0.0496 / -0.1510	Eh
<S²>	0.752
E	-578.0017	hartree
gap between HOMO and LUMO (spin up / spin down)	10.9917 / 5.5337	eV
spin multiplicity	2
HOMO energy (spin up / spin down)	-9.64 / -9.64	eV
relative energy (zero: lowest compared OMol25 entry of this formula, charge and spin)	0.000	eV


# 2
C3H6Cl2 | wB97M-V/def2-TZVPD

Cartesian coordinates (Å):
H 0.022 -1.799 -0.035
H 0.435 -0.431 1.356
H 2.401 0.089 -0.132
C 1.358 0.181 -0.390
C -1.295 -0.010 0.024
H -1.325 0.862 0.475
Cl 1.124 0.307 -2.090
C 0.191 -0.645 0.208
H -2.176 -0.183 1.028
Cl 1.121 1.858 0.497
H -1.855 -0.228 -0.941

Cartesian forces (eV/Å) of the 3 atoms listed first:
1.36 2.51 0.38
-0.78 -1.36 -2.15
-0.04 -1.09 0.02

## Properties
lowest unoccupied orbital energy	0.0272	Eh
E	-1038.1906	hartree
gap between HOMO and LUMO	11.3905	eV
spin multiplicity	1
HOMO energy	-10.65	eV
relative energy (zero: lowest compared OMol25 entry of this formula, charge and spin)	2.861	eV